[1]
114
Properties=species:S:1:pos:R:3:forces:R:3 method="wB97M-V/def2-TZVPD" total_charge=-1 homo_lumo_gap_ev=6.2 multiplicity=1 e_above_lowest_ev=0.000 homo_energy_ev=-4.57
Sn -0.596 0.447 -1.517 -0.3 -0.7 -0.1
C -6.418 2.225 1.802 0.0 0.0 0.0
C -6.043 2.631 0.525 0.0 0.0 0.0
C -5.180 1.852 -0.227 0.0 0.0 0.0
C -4.690 0.644 0.279 0.0 0.0 0.0
C -5.042 0.262 1.570 0.0 0.0 0.0
C -5.904 1.049 2.326 0.0 0.0 0.0
P -3.585 -0.317 -0.810 0.1 0.1 0.0
C -4.712 -0.707 -2.190 0.0 -0.1 -0.1
C -4.146 -0.898 -3.450 -0.1 0.0 0.0
C -4.948 -1.190 -4.543 0.0 0.0 0.0
C -6.322 -1.284 -4.391 0.0 0.0 0.0
C -6.898 -1.080 -3.144 0.0 0.0 0.0
C -6.098 -0.789 -2.050 0.0 0.0 0.0
C -3.388 -1.887 0.099 0.0 0.0 0.0
C -4.431 -2.806 0.210 0.0 -0.1 0.0
C -4.277 -3.973 0.938 0.0 0.0 0.0
C -3.065 -4.228 1.566 0.0 0.0 0.0
C -2.021 -3.327 1.442 0.0 0.0 0.0
C -2.151 -2.143 0.705 0.1 -0.1 0.0
Si -0.616 -1.017 0.659 0.0 0.3 0.2
C -0.602 -0.127 2.334 0.0 -0.1 0.0
C -0.365 -0.950 3.437 0.0 -0.1 0.0
C -0.175 -0.440 4.709 0.0 -0.1 0.0
C -0.202 0.932 4.900 0.0 0.0 0.0
C -0.492 1.766 3.832 0.0 0.0 0.1
C -0.720 1.251 2.556 -0.1 0.1 0.1
P -1.390 2.307 1.217 0.1 0.1 -0.2
C 0.087 2.986 0.383 0.1 -0.1 0.0
C 1.347 2.398 0.485 0.0 0.0 0.0
C 2.402 2.850 -0.302 0.0 0.0 0.0
C 2.209 3.901 -1.180 0.0 0.0 0.0
C 0.957 4.502 -1.281 0.0 0.0 0.0
C -0.099 4.041 -0.515 0.0 0.0 -0.1
C -1.954 3.771 2.149 -0.1 0.0 0.0
C -3.283 3.761 2.565 0.0 0.0 0.0
C -3.798 4.814 3.308 0.0 0.0 0.0
C -2.990 5.895 3.629 0.0 0.0 0.0
C -1.666 5.917 3.209 0.0 0.0 0.0
C -1.149 4.860 2.474 0.0 0.0 0.0
C 0.888 -2.179 0.530 0.0 0.0 -0.1
C 0.654 -3.329 -0.242 0.0 0.1 -0.1
C 1.644 -4.256 -0.511 0.0 0.0 0.0
C 2.917 -4.069 0.005 0.0 0.0 0.0
C 3.171 -2.958 0.787 0.0 0.0 0.0
C 2.185 -2.002 1.050 0.0 0.0 0.1
P 2.623 -0.605 2.170 0.0 0.0 0.1
C 4.001 0.253 1.326 0.1 0.0 0.0
C 4.550 -0.108 0.100 0.0 0.0 0.0
C 5.593 0.626 -0.451 0.0 0.0 0.0
C 6.095 1.734 0.215 0.0 0.0 0.0
C 5.534 2.122 1.425 0.0 0.0 0.0
C 4.487 1.396 1.967 0.0 -0.1 0.0
C 3.537 -1.563 3.459 0.1 0.0 0.0
C 4.859 -1.323 3.827 -0.1 0.0 0.0
C 5.458 -2.052 4.847 0.0 0.0 0.0
C 4.750 -3.038 5.514 0.0 0.0 0.0
C 3.435 -3.296 5.150 0.0 0.0 0.0
C 2.838 -2.564 4.137 0.0 0.0 0.0
H -7.098 2.832 2.387 0.0 0.0 0.0
H -6.419 3.559 0.114 0.0 0.0 0.0
H -4.890 2.178 -1.221 0.0 0.0 0.0
H -4.657 -0.661 1.988 0.0 0.0 0.0
H -6.176 0.733 3.327 0.0 0.0 0.0
H -3.079 -0.801 -3.584 0.0 0.0 0.0
H -4.492 -1.324 -5.516 0.0 0.0 0.0
H -6.949 -1.498 -5.248 0.0 0.0 0.0
H -7.973 -1.135 -3.025 0.0 0.0 0.0
H -6.556 -0.605 -1.085 0.0 0.0 0.0
H -5.370 -2.605 -0.289 0.0 0.0 0.0
H -5.093 -4.681 1.010 0.0 0.0 0.0
H -2.924 -5.139 2.135 0.0 0.0 0.0
H -1.071 -3.578 1.901 0.0 0.0 0.0
H -0.304 -2.024 3.293 0.0 0.0 0.0
H 0.018 -1.107 5.541 0.0 0.0 0.0
H -0.024 1.354 5.882 0.0 0.0 0.0
H -0.570 2.832 4.002 0.0 0.0 0.0
H 1.509 1.591 1.192 0.0 0.0 0.0
H 3.367 2.361 -0.238 -0.1 0.1 0.0
H 3.024 4.242 -1.805 0.0 0.0 0.0
H 0.791 5.304 -1.988 0.0 0.0 0.0
H -1.081 4.482 -0.639 0.0 0.0 0.0
H -3.920 2.927 2.298 0.0 0.0 0.0
H -4.835 4.792 3.621 0.0 0.0 0.0
H -3.391 6.725 4.198 0.0 0.0 0.0
H -1.033 6.762 3.453 0.0 0.0 0.0
H -0.117 4.885 2.149 0.0 0.0 0.0
H -0.327 -3.495 -0.666 0.0 0.0 0.0
H 1.418 -5.110 -1.137 0.0 0.0 0.0
H 3.706 -4.783 -0.196 0.0 0.0 0.0
H 4.158 -2.828 1.217 0.0 0.0 0.0
H 4.164 -0.962 -0.437 0.0 0.0 0.0
H 5.999 0.330 -1.409 0.0 0.0 0.0
H 6.907 2.305 -0.217 0.0 0.0 0.0
H 5.904 3.001 1.940 0.0 0.0 0.0
H 4.033 1.720 2.899 0.0 0.0 0.0
H 5.437 -0.569 3.311 0.0 0.0 0.0
H 6.488 -1.849 5.113 0.0 0.0 0.0
H 5.219 -3.609 6.306 0.0 0.0 0.0
H 2.873 -4.072 5.654 0.0 0.0 0.0
H 1.818 -2.789 3.852 0.0 0.0 0.0
I -1.915 2.265 -3.067 0.1 0.0 0.1
I -3.409 4.406 -4.768 -0.1 0.1 0.0
Cl 4.234 -1.844 -3.140 0.0 0.0 0.0
C 3.105 -0.618 -3.785 0.0 0.0 0.1
Cl 2.767 -0.982 -5.484 0.0 0.0 0.0
Cl 3.863 0.967 -3.663 0.0 0.0 0.0
C 1.779 -0.663 -2.992 -0.1 0.5 0.4
N 1.295 0.334 -2.431 0.1 -0.5 -0.1
O -0.474 -3.737 -3.849 -0.1 -0.1 0.0
Se -0.385 -2.172 -3.581 0.0 0.2 0.4
O -0.592 -1.108 -4.750 -0.1 0.0 -0.1
O -1.200 -1.701 -2.207 0.3 0.5 -0.3
O 1.295 -1.960 -3.020 0.2 -0.1 -0.3

[2]
147
Properties=species:S:1:pos:R:3:forces:R:3 method="wB97M-V/def2-TZVPD" total_charge=0 homo_lumo_gap_ev=6.6 multiplicity=1 homo_energy_ev=-8.59
O -0.734 -3.065 1.301 -0.1 -0.4 -2.1
V -1.009 -2.995 -0.268 2.2 3.7 2.1
O 0.326 -3.552 -0.974 -2.3 0.3 0.7
C 1.400 -0.366 0.149 -0.4 1.0 -0.7
C 0.085 0.233 -0.437 0.1 -0.8 0.9
O -1.024 -0.656 -0.622 0.6 -2.3 0.5
H 1.398 -0.597 1.214 -0.6 -0.6 -0.1
H 2.122 0.450 0.148 0.2 0.2 -0.4
H 1.795 -1.147 -0.500 0.0 -0.2 0.4
H 0.306 0.794 -1.345 0.2 -0.4 -0.7
H -0.186 1.057 0.224 -0.5 0.0 0.5
C 4.471 -4.160 -0.412 -0.6 1.9 0.0
C 4.091 -3.759 -1.882 0.9 -0.1 0.6
C 4.668 -2.437 -2.463 -1.1 -1.5 0.7
O 4.122 -1.436 -1.651 -0.3 0.4 -0.1
C 4.687 -0.166 -1.759 0.7 0.3 0.8
N 4.507 -4.858 -2.736 0.3 0.2 0.2
H 3.861 -4.962 0.005 0.2 -0.4 -0.5
H 4.214 -3.337 0.255 -0.2 0.4 0.0
H 5.530 -4.282 -0.185 0.1 -0.5 -0.7
H 3.010 -3.669 -1.991 -0.3 0.4 0.7
H 4.255 -2.320 -3.465 0.2 -0.1 -0.4
H 5.751 -2.531 -2.544 0.3 0.5 0.4
H 4.140 0.505 -1.097 0.0 -0.1 0.1
H 4.727 0.341 -2.723 -0.2 -0.5 -0.6
H 5.704 -0.271 -1.381 0.4 0.5 -0.1
H 4.334 -4.535 -3.677 -0.2 -0.6 -0.5
H 3.848 -5.569 -2.451 0.1 -0.7 -0.7
C -2.849 2.301 1.153 -1.1 -0.3 1.3
C -4.075 1.517 0.621 1.5 1.3 -1.3
C -5.288 2.482 0.426 1.3 -1.4 -0.2
O -5.575 3.136 1.640 -0.9 0.8 -0.7
C -6.854 3.780 1.480 0.0 -0.8 1.1
N -3.683 0.923 -0.651 -1.3 -0.3 -0.6
H -3.250 2.655 2.102 0.9 0.3 0.4
H -2.456 3.164 0.616 -0.6 0.0 -0.6
H -1.999 1.628 1.266 -0.1 -0.1 0.3
H -4.314 0.693 1.292 -0.2 0.3 0.4
H -6.104 1.887 0.016 -0.5 -0.2 0.4
H -5.071 3.176 -0.386 0.4 0.4 0.0
H -6.943 4.445 0.620 0.3 -0.1 -0.2
H -7.133 4.333 2.377 0.5 0.1 0.1
H -7.576 2.964 1.442 -0.4 0.1 -0.5
H -3.514 1.670 -1.310 -0.4 -0.2 0.2
H -2.819 0.402 -0.604 0.3 -0.2 0.5
C 0.482 4.546 -2.288 -0.4 1.2 0.1
C 1.750 4.804 -1.503 0.1 -1.3 -0.1
C 1.966 3.608 -0.532 0.9 1.0 -0.2
O 3.030 4.010 0.350 -0.9 -0.4 0.0
C 3.133 3.153 1.474 0.3 0.1 -0.4
N 2.894 5.049 -2.410 0.4 0.2 0.9
H 0.505 3.592 -2.814 -0.3 -0.1 0.3
H 0.239 5.324 -3.012 0.7 0.1 -0.4
H -0.348 4.729 -1.606 -0.3 -1.0 0.2
H 1.641 5.670 -0.850 0.0 0.2 -0.2
H 2.237 2.716 -1.099 0.4 -0.2 -0.3
H 1.085 3.288 0.023 -0.3 0.5 0.3
H 3.344 2.141 1.126 0.2 -0.2 0.2
H 2.223 3.104 2.072 -0.3 0.2 0.0
H 3.943 3.530 2.097 0.0 -0.1 -0.1
H 3.391 4.210 -2.672 -0.7 -0.9 -0.5
H 3.632 5.385 -1.807 0.1 0.9 0.3
C -2.121 1.587 -5.320 -0.2 0.7 0.1
C -1.868 1.483 -3.812 -1.2 -1.1 -0.9
C -2.268 2.639 -2.901 0.5 1.0 1.3
O -3.682 2.931 -2.613 1.8 -0.2 -2.4
C -4.141 3.807 -3.633 -1.8 0.3 0.0
N -2.507 0.226 -3.352 0.7 0.7 0.0
H -3.178 1.649 -5.580 -0.1 0.1 0.2
H -1.757 0.702 -5.842 0.2 0.0 0.2
H -1.625 2.481 -5.698 0.0 0.0 -0.3
H -0.790 1.333 -3.755 0.2 0.2 0.5
H -1.735 3.568 -3.103 -0.4 0.3 -0.9
H -1.836 2.481 -1.913 0.0 -0.7 0.2
H -3.986 3.555 -4.682 1.1 -0.4 0.2
H -3.842 4.837 -3.439 0.2 0.0 0.0
H -5.231 3.764 -3.641 -0.2 0.2 0.6
H -2.037 0.052 -2.474 0.0 -0.7 0.4
H -3.449 0.483 -3.093 -0.4 -0.2 0.0
C -4.827 -1.777 2.659 0.3 -0.6 2.4
C -4.138 -2.989 2.023 -2.0 0.7 -0.8
C -5.247 -4.006 1.491 0.7 1.3 0.0
O -5.693 -4.844 2.504 0.6 -0.8 0.5
C -6.638 -5.759 2.015 -0.7 -0.3 0.1
N -3.416 -2.320 0.933 1.0 -1.3 -2.1
H -5.184 -2.029 3.657 -0.9 -0.2 -0.1
H -5.590 -1.289 2.052 0.0 -0.3 -0.1
H -4.092 -1.031 2.960 0.3 0.2 -0.5
H -3.457 -3.543 2.670 0.0 0.3 0.1
H -4.890 -4.565 0.626 0.4 -0.3 -0.1
H -6.147 -3.485 1.165 0.1 0.7 -0.5
H -6.324 -6.371 1.169 0.7 0.0 -0.1
H -7.530 -5.255 1.643 -0.3 0.3 0.2
H -6.926 -6.439 2.817 0.1 0.2 0.1
H -3.047 -1.442 1.269 0.6 0.0 0.2
H -4.083 -1.985 0.253 -0.4 -0.1 -0.4
C 6.692 1.014 4.817 -0.8 -1.0 -0.5
C 5.336 0.227 4.714 0.9 -0.3 0.5
C 5.541 -1.152 3.982 -0.2 1.6 0.7
O 6.013 -1.007 2.639 -0.4 -0.2 1.7
C 5.153 -0.374 1.733 0.8 -0.3 -1.8
N 4.797 0.039 6.099 0.8 -0.2 -0.7
H 6.515 1.932 5.378 0.3 0.1 -0.2
H 7.115 1.174 3.825 -0.4 0.6 -0.2
H 7.500 0.432 5.260 -0.4 -0.2 0.6
H 4.609 0.845 4.187 0.1 0.0 -0.6
H 4.606 -1.707 4.061 -0.3 -0.1 -0.4
H 6.264 -1.713 4.574 0.3 0.0 -0.3
H 4.084 -0.583 1.752 -0.1 -0.3 0.6
H 5.551 -0.767 0.798 -0.5 -0.1 -0.4
H 5.300 0.694 1.572 0.0 0.4 0.9
H 4.881 0.940 6.547 0.0 0.0 0.3
H 3.814 -0.191 6.100 -0.1 -0.1 -0.2
C -2.851 3.069 5.743 -0.2 -0.4 0.1
C -1.718 2.051 5.529 -0.9 0.0 0.1
C -2.063 1.036 4.406 1.5 1.4 0.2
O -0.912 0.191 4.234 -0.3 1.4 1.3
C -1.053 -0.852 3.354 -0.2 -0.7 -0.4
N -0.590 2.862 5.136 1.4 -0.1 -1.1
H -3.798 2.647 6.082 0.0 -0.2 0.1
H -3.039 3.614 4.818 0.1 -0.1 -0.1
H -2.543 3.818 6.472 0.1 -0.1 0.1
H -1.509 1.463 6.423 -0.1 0.0 0.3
H -2.137 1.667 3.520 -0.4 -0.3 -0.3
H -3.013 0.542 4.611 0.1 -0.4 0.1
H -1.709 -1.597 3.804 -0.1 -0.5 -0.2
H -0.068 -1.282 3.175 -0.1 -0.1 0.0
H -1.456 -0.534 2.392 -0.1 0.1 -0.3
H 0.028 2.307 4.560 0.0 -0.2 -0.4
H 0.052 3.149 5.860 -0.5 0.1 0.7
C 1.179 -1.726 -3.406 -0.9 -0.1 0.3
C 1.685 -2.243 -4.762 0.7 -0.3 1.9
C 1.857 -3.812 -4.740 -0.3 1.0 -0.9
O 3.008 -4.227 -5.491 0.0 0.7 -0.3
C 3.032 -5.625 -5.699 0.2 0.1 0.2
N 0.839 -1.680 -5.840 1.1 -1.2 0.0
H 0.309 -2.274 -3.041 -0.2 -0.2 -0.4
H 0.804 -0.705 -3.477 0.2 0.2 -0.3
H 1.838 -1.747 -2.538 0.6 -0.2 -0.5
H 2.700 -1.856 -4.854 0.3 0.0 -0.2
H 0.978 -4.253 -5.209 -0.3 -0.1 0.0
H 1.924 -4.188 -3.719 0.0 0.1 0.2
H 2.064 -5.949 -6.081 -0.1 -0.3 0.3
H 3.347 -6.086 -4.763 -0.6 -0.5 0.1
H 3.787 -5.944 -6.417 0.1 0.6 -0.2
H 1.335 -2.082 -6.622 -0.5 -0.3 -1.0
H 1.165 -0.728 -5.927 -0.4 0.6 0.2